# 1
The following is a quantum chemistry calculation of a cluster of 2 separate species, C5H10O3 in total at a distorted geometry, from the Open Molecules 2025 dataset.

## Properties
max |F| = 1.9 eV/A
Kohn-Sham gap (spin up / spin down) = 0.385 / 0.137 Ha

```
! RIJCOSX wB97M-V def2-TZVPD def2/J DEFGRID3
* xyz 1 2
O 1.969 -0.982 1.010
C 1.257 -1.786 0.490
C 0.539 -1.452 -0.794
C -0.830 -0.893 -0.345
C -0.859 0.603 -0.055
C -1.034 0.967 1.412
O -1.962 0.606 2.056
H 1.005 -2.737 0.972
H 1.043 -0.828 -1.526
H 0.269 -2.379 -1.307
H -1.551 -1.197 -1.111
H -1.251 -1.413 0.522
H -0.001 1.120 -0.474
H -1.712 1.083 -0.551
H -0.291 1.640 1.889
H 1.579 2.192 -2.650
H 0.303 2.578 -1.956
O 0.621 2.307 -2.807
*
```

Partial charges, Mulliken, in e:
1 O -0.277
2 C 0.049
3 C -0.472
4 C -0.921
5 C -0.200
6 C -0.031
7 O -0.216
8 H 0.398
9 H 0.375
10 H 0.330
11 H 0.376
12 H 0.592
13 H 0.083
14 H 0.469
15 H 0.401
16 H 0.336
17 H 0.333
18 O -0.625

---

# 2
The following is a quantum chemistry calculation of an isolated molecule of C5H10O4 at a distorted geometry, from the Open Molecules 2025 dataset.

## Properties
max |F| = 1.4 eV/A
SMILES string = C[C@]1([C@H](O)C(O)O)CO1
Kohn-Sham gap = 0.383 Ha

```
! RIJCOSX wB97M-V def2-TZVPD def2/J DEFGRID3
* xyz 0 1
C -0.097 -1.850 0.649
C 0.660 -0.571 0.362
C -0.058 0.728 0.756
O -0.856 0.591 1.899
C -0.907 1.291 -0.433
O -0.116 1.942 -1.393
O -1.613 0.277 -1.075
C 1.624 -0.524 -0.745
O 2.043 -0.603 0.587
H -1.080 -1.815 0.183
H 0.451 -2.701 0.255
H -0.208 -1.974 1.726
H 0.705 1.470 1.021
H -1.560 -0.039 1.698
H -1.656 1.976 0.001
H 0.127 2.820 -1.084
H -1.074 -0.016 -1.821
H 1.789 -1.416 -1.341
H 1.827 0.413 -1.246
*
```

Partial charges, Mulliken, in e:
1 C -1.632
2 C 1.429
3 C -0.064
4 O -0.590
5 C -0.294
6 O -0.529
7 O -0.517
8 C -0.795
9 O -0.550
10 H 0.346
11 H 0.444
12 H 0.333
13 H 0.414
14 H 0.391
15 H 0.338
16 H 0.346
17 H 0.373
18 H 0.296
19 H 0.263

---

# 3
The following is a quantum chemistry calculation of a cluster of 2 separate species, C5H10O4 in total at a distorted geometry, from the Open Molecules 2025 dataset.

## Properties
max |F| = 4.0 eV/A
SMILES string = CC(=O)CO.CC(=O)O
Kohn-Sham gap = 0.369 Ha

```
! RIJCOSX wB97M-V def2-TZVPD def2/J DEFGRID3
* xyz 0 1
C 0.932 -1.398 -2.398
C 0.203 -1.027 -1.137
O -0.994 -1.142 -1.094
C 1.138 -1.271 0.240
O 1.515 -0.253 1.109
H 1.936 -0.985 -2.407
H 0.360 -1.087 -3.269
H 1.045 -2.482 -2.388
H 0.969 -2.190 0.807
H 2.103 -1.523 -0.233
H 1.160 0.629 0.955
C -1.131 2.166 1.968
C -1.455 0.991 1.093
O -2.379 0.239 1.232
O -0.869 1.192 -0.194
H -1.297 3.113 1.458
H -0.074 2.137 2.226
H -1.721 2.154 2.880
H -1.442 0.737 -0.848
*
```

Partial charges, Mulliken, in e:
1 C -1.386
2 C 1.007
3 O -0.563
4 C -0.550
5 O -0.526
6 H 0.419
7 H 0.340
8 H 0.324
9 H 0.358
10 H 0.300
11 H 0.329
12 C -0.932
13 C 0.745
14 O -0.521
15 O -0.523
16 H 0.273
17 H 0.262
18 H 0.306
19 H 0.337

---

# 4
The following is a quantum chemistry calculation of an isolated molecule of C5H10O5 at a distorted geometry, from the Open Molecules 2025 dataset.

## Properties
max |F| = 8.1 eV/A
SMILES string = O=C[C@H](O)[C@H](O)[C@@H](O)CO
Kohn-Sham gap = 0.368 Ha

```
! RIJCOSX wB97M-V def2-TZVPD def2/J DEFGRID3
* xyz 0 1
O 0.134 0.175 -2.888
C 0.687 -0.754 -2.257
C -0.049 -1.339 -1.122
O -1.431 -1.234 -1.287
C 0.571 -0.763 0.209
O 0.266 -1.633 1.252
C -0.050 0.674 0.514
O -1.446 0.449 0.891
C 0.609 1.428 1.576
O 0.018 2.619 1.814
H 1.716 -1.077 -2.848
H 0.146 -2.243 -0.966
H -1.460 -0.487 -1.952
H 1.665 -0.550 0.265
H -0.572 -1.529 1.435
H -0.072 1.338 -0.574
H -1.962 -0.018 -0.067
H 0.467 0.708 2.690
H 1.567 1.743 1.255
H -0.804 2.494 2.060
*
```

Partial charges, Mulliken, in e:
1 O -0.515
2 C 0.069
3 C -0.364
4 O -0.696
5 C -0.243
6 O -0.549
7 C 0.396
8 O -0.705
9 C -0.591
10 O -0.472
11 H 0.324
12 H 0.674
13 H 0.401
14 H 0.502
15 H 0.405
16 H 0.101
17 H 0.441
18 H 0.213
19 H 0.328
20 H 0.281

---

# 5
The following is a quantum chemistry calculation of the ion C5H10O5P2 with charge -2, from the Open Molecules 2025 dataset.

## Properties
max |F| = 0.8 eV/A
SMILES string = C=C([P@@](C)(=O)[O-])[P@](=O)([O-])OCC
Kohn-Sham gap = 0.287 Ha

```
! RIJCOSX wB97M-V def2-TZVPD def2/J DEFGRID3
* xyz -2 1
C 1.676 1.342 2.329
C 1.266 1.004 1.120
P 0.047 2.120 0.316
C 0.587 1.932 -1.447
O -1.341 1.577 0.500
O 0.268 3.535 0.761
P 2.000 -0.517 0.397
O 2.333 -1.481 1.497
O 3.043 -0.196 -0.616
O 0.714 -1.154 -0.463
C -0.383 -1.536 0.312
C -1.550 -1.868 -0.610
H 2.361 0.719 2.890
H 1.334 2.257 2.798
H -0.130 2.450 -2.091
H 1.573 2.374 -1.570
H 0.631 0.880 -1.708
H -0.115 -2.408 0.932
H -0.675 -0.719 0.983
H -1.853 -0.960 -1.125
H -1.250 -2.612 -1.348
H -2.392 -2.250 -0.033
*
```

Partial charges, Mulliken, in e:
1 C -0.982
2 C 0.225
3 P 1.012
4 C -1.104
5 O -0.793
6 O -0.842
7 P 0.778
8 O -0.837
9 O -0.790
10 O -0.364
11 C -0.124
12 C -1.324
13 H 0.351
14 H 0.323
15 H 0.365
16 H 0.250
17 H 0.283
18 H 0.307
19 H 0.297
20 H 0.266
21 H 0.320
22 H 0.382

---

# 6
The following is a quantum chemistry calculation of an isolated molecule of C5H10O5S2 at a distorted geometry, from the Open Molecules 2025 dataset.

## Properties
max |F| = 6.0 eV/A
SMILES string = CC(=O)C=[S@](C)(=O)OS(C)(=O)=O
Kohn-Sham gap = 0.352 Ha

```
! RIJCOSX wB97M-V def2-TZVPD def2/J DEFGRID3
* xyz 0 1
C 0.791 -0.677 -2.614
C 0.702 -0.426 -1.122
O 1.408 0.421 -0.630
C -0.255 -1.128 -0.432
S -0.205 -1.163 1.265
C 1.559 -1.082 1.953
O -0.947 -2.076 2.049
O -0.599 0.303 1.578
S -1.791 1.164 0.881
C -0.827 2.367 -0.094
O -2.361 1.884 2.016
O -2.694 0.293 0.206
H 1.706 -0.453 -2.925
H 0.015 -0.161 -3.271
H 0.637 -1.842 -2.844
H -0.753 -1.939 -1.013
H 1.926 -1.890 1.344
H 1.886 -0.181 1.451
H 1.687 -1.116 3.031
H 0.204 1.996 -0.205
H -1.152 2.437 -1.120
H -0.938 3.268 0.498
*
```

Partial charges, Mulliken, in e:
1 C -1.409
2 C 0.966
3 O -0.735
4 C -0.681
5 S 1.164
6 C -0.946
7 O -0.677
8 O -0.256
9 S 1.249
10 C -0.834
11 O -0.626
12 O -0.573
13 H 0.458
14 H 0.250
15 H 0.292
16 H 0.271
17 H 0.367
18 H 0.361
19 H 0.354
20 H 0.283
21 H 0.335
22 H 0.385

---

# 7
The following is a quantum chemistry calculation of an isolated molecule of C5H10OS at a distorted geometry, from the Open Molecules 2025 dataset.

## Properties
max |F| = 4.6 eV/A
SMILES string = C=S(=O)=CC(C)C
Kohn-Sham gap = 0.340 Ha

```
! RIJCOSX wB97M-V def2-TZVPD def2/J DEFGRID3
* xyz 0 1
C 1.894 -1.765 0.036
S 2.157 0.011 -0.629
O 3.381 0.506 0.089
C 0.724 -0.043 0.316
C -0.595 0.398 -0.390
C -1.625 -0.656 -0.019
C -1.027 1.798 -0.042
H 2.182 -2.024 1.047
H 1.384 -2.471 -0.643
H 0.824 -0.046 1.413
H -0.276 0.484 -1.452
H -1.657 -0.989 1.085
H -1.545 -1.571 -0.670
H -2.557 -0.175 -0.355
H -1.441 1.833 0.988
H -1.669 2.133 -0.846
H -0.153 2.575 0.071
*
```

Partial charges, Mulliken, in e:
1 C -0.686
2 S 0.363
3 O -0.602
4 C -0.709
5 C 0.759
6 C -1.190
7 C -1.394
8 H 0.332
9 H 0.314
10 H 0.493
11 H 0.298
12 H 0.288
13 H 0.313
14 H 0.379
15 H 0.331
16 H 0.388
17 H 0.321

---

# 8
The following is a quantum chemistry calculation of an isolated molecule of C5H10OS2 at a distorted geometry, from the Open Molecules 2025 dataset.

## Properties
max |F| = 3.2 eV/A
SMILES string = CO[C@H](SC)C(C)=S
Kohn-Sham gap = 0.309 Ha

```
! RIJCOSX wB97M-V def2-TZVPD def2/J DEFGRID3
* xyz 0 1
C 0.625 -0.767 2.533
O 1.082 -0.102 1.414
C 0.457 -0.504 0.214
S 1.271 0.014 -1.358
C 1.668 1.804 -1.003
C -1.043 -0.040 0.041
C -1.431 1.410 0.119
S -2.105 -1.148 -0.447
H 0.854 -1.837 2.563
H 1.135 -0.320 3.467
H -0.485 -0.578 2.504
H 0.496 -1.603 0.239
H 0.952 2.603 -1.472
H 1.788 1.794 0.089
H 2.779 2.054 -1.424
H -1.025 1.999 1.097
H -2.618 1.546 -0.090
H -0.845 1.882 -0.831
*
```

Partial charges, Mulliken, in e:
1 C -0.653
2 O -0.387
3 C -0.231
4 S -0.052
5 C -0.789
6 C 0.251
7 C -0.711
8 S -0.225
9 H 0.267
10 H 0.214
11 H 0.323
12 H 0.512
13 H 0.267
14 H 0.271
15 H 0.303
16 H 0.211
17 H 0.344
18 H 0.085

---

# 9
The following is a quantum chemistry calculation of an isolated molecule of C5H10OS2 at a distorted geometry, from the Open Molecules 2025 dataset.

## Properties
max |F| = 4.7 eV/A
Kohn-Sham gap (spin up / spin down) = 0.270 / 0.319 Ha

```
! RIJCOSX wB97M-V def2-TZVPD def2/J DEFGRID3
* xyz 0 3
C 2.545 1.424 -0.351
C 0.948 -0.707 -0.041
C 1.088 -2.139 0.409
C -1.998 0.722 0.521
C -1.000 1.096 -0.593
O 1.951 0.268 0.115
S -3.621 -0.222 0.330
S -0.344 -0.497 -1.216
H 2.468 1.724 -1.382
H 3.119 1.811 0.394
H 1.507 -2.794 -0.551
H 0.237 -2.644 0.815
H 1.896 -2.230 1.267
H -2.517 1.641 1.119
H -1.326 0.292 1.305
H -1.410 1.607 -1.522
H -0.367 1.718 0.059
H -3.177 -1.067 -0.677
*
```

Partial charges, Mulliken, in e:
1 C -0.574
2 C 0.510
3 C -1.016
4 C -0.679
5 C -0.355
6 O -0.412
7 S -0.190
8 S -0.147
9 H 0.346
10 H 0.364
11 H 0.219
12 H 0.337
13 H 0.276
14 H 0.286
15 H 0.332
16 H 0.319
17 H 0.273
18 H 0.111

---

# 10
The following is a quantum chemistry calculation of an isolated molecule of C5H10OSi at a distorted geometry, from the Open Molecules 2025 dataset.

## Properties
max |F| = 5.5 eV/A
SMILES string = C=C[Si@@H](O)C1CC1
Kohn-Sham gap = 0.368 Ha

```
! RIJCOSX wB97M-V def2-TZVPD def2/J DEFGRID3
* xyz 0 1
C -2.283 0.479 -1.059
C -1.909 0.631 0.207
Si -0.616 -0.357 1.100
O -0.651 -2.017 0.768
C 0.988 0.544 0.499
C 1.485 0.445 -0.919
C 2.115 -0.388 0.101
H -3.099 0.822 -1.605
H -1.545 -0.117 -1.614
H -2.518 1.347 0.817
H -0.683 -0.174 2.619
H -0.077 -2.425 0.091
H 1.170 1.301 1.128
H 1.869 1.420 -1.298
H 0.823 0.102 -1.632
H 1.849 -1.442 0.101
H 3.083 -0.171 0.696
*
```

Partial charges, Mulliken, in e:
1 C -0.604
2 C -0.118
3 Si 0.431
4 O -0.538
5 C -0.309
6 C -0.443
7 C -0.497
8 H 0.347
9 H 0.063
10 H 0.250
11 H -0.146
12 H 0.322
13 H 0.542
14 H 0.187
15 H 0.200
16 H 0.091
17 H 0.222

---

# 11
The following is a quantum chemistry calculation of a cluster of 2 separate species, C5H10S in total, from the Open Molecules 2025 dataset.

## Properties
max |F| = 0.7 eV/A
Kohn-Sham gap = 0.324 Ha

```
! RIJCOSX wB97M-V def2-TZVPD def2/J DEFGRID3
* xyz 0 1
C 0.530 -2.115 -2.010
C 1.623 -1.402 -2.187
C -1.709 0.024 0.827
C -0.476 -0.549 1.392
C -0.620 2.761 1.196
S -1.994 1.616 0.682
H -0.081 -2.426 -2.840
H 0.202 -2.441 -1.037
H 2.247 -1.092 -1.363
H 1.952 -1.099 -3.167
H -0.743 -0.957 2.368
H 0.371 0.132 1.519
H -0.175 -1.396 0.777
H -0.687 3.622 0.542
H 0.337 2.267 1.074
H -0.776 3.055 2.228
*
```

Partial charges, Mulliken, in e:
1 C -0.459
2 C -0.394
3 C -0.270
4 C -0.266
5 C -0.843
6 S 0.075
7 H 0.214
8 H 0.206
9 H 0.223
10 H 0.224
11 H 0.291
12 H 0.172
13 H -0.033
14 H 0.325
15 H 0.261
16 H 0.275

---

# 12
The following is a quantum chemistry calculation of an isolated molecule of C5H10S at a distorted geometry, from the Open Molecules 2025 dataset.

## Properties
max |F| = 2.4 eV/A
SMILES string = CC(=S)C(C)C
Kohn-Sham gap = 0.315 Ha

```
! RIJCOSX wB97M-V def2-TZVPD def2/J DEFGRID3
* xyz 0 1
C -1.066 1.319 0.678
C -1.236 0.049 -0.155
S -2.731 -0.521 -0.469
C 0.087 -0.588 -0.496
C 1.112 0.431 -1.047
C 0.532 -1.395 0.718
H -1.831 1.412 1.498
H -0.096 1.093 1.188
H -0.946 2.222 0.104
H -0.224 -1.252 -1.351
H 0.885 0.625 -2.067
H 2.138 0.032 -1.060
H 1.279 1.362 -0.573
H 1.145 -2.223 0.348
H 1.298 -0.871 1.420
H -0.345 -1.696 1.264
*
```

Partial charges, Mulliken, in e:
1 C -1.025
2 C 0.015
3 S -0.210
4 C 0.603
5 C -1.426
6 C -1.371
7 H 0.308
8 H 0.273
9 H 0.296
10 H 0.328
11 H 0.394
12 H 0.381
13 H 0.348
14 H 0.382
15 H 0.297
16 H 0.407

---

# 13
The following is a quantum chemistry calculation of an isolated molecule of C5H10S at a distorted geometry, from the Open Molecules 2025 dataset.

## Properties
max |F| = 2.9 eV/A
SMILES string = C=CC[C@@H](C)S
Kohn-Sham gap = 0.365 Ha

```
! RIJCOSX wB97M-V def2-TZVPD def2/J DEFGRID3
* xyz 0 1
C 1.085 0.957 2.216
C 0.478 1.222 1.076
C -0.565 0.316 0.455
C 0.073 -0.647 -0.585
C -1.008 -1.435 -1.362
S 1.333 0.095 -1.666
H 1.753 1.718 2.662
H 0.963 0.003 2.648
H 0.702 2.197 0.565
H -1.270 0.966 -0.067
H -1.021 -0.290 1.261
H 0.608 -1.427 -0.098
H -0.617 -2.107 -2.131
H -1.598 -0.606 -1.873
H -1.563 -1.916 -0.594
H 0.644 0.952 -2.509
*
```

Partial charges, Mulliken, in e:
1 C -0.802
2 C -0.060
3 C -0.665
4 C 0.103
5 C -1.216
6 S -0.213
7 H 0.247
8 H 0.276
9 H 0.240
10 H 0.335
11 H 0.376
12 H 0.266
13 H 0.345
14 H 0.308
15 H 0.337
16 H 0.122